# 1
The following is a quantum chemistry calculation of a single C4H5Cl2FS molecule, from the OMol25 dataset.

Results
LUMO energy, eV: -1.1
Total charge: 0
SMILES: F[C@@H](CCl)[C@H](Cl)C=S

Geometry (Å):
Cl: -0.336 2.858 -0.260
F: 1.416 0.999 1.235
H: -1.230 1.547 1.528
S: -1.523 -2.122 -0.024
H: 1.750 -1.156 -0.163
C: -0.818 1.331 0.531
C: 0.330 0.304 0.706
H: -1.582 0.877 -0.071
H: -0.078 -0.403 1.431
C: -0.175 -1.698 -0.853
H: 0.198 -2.255 -1.719
Cl: 1.214 0.336 -1.899
C: 0.836 -0.616 -0.441

Löwdin charges in e: 0.55 -0.04 0.09 0.73 0.12 -0.53 -0.45 0.05 0.10 -0.64 0.05 0.64 -0.68


# 2
The following is a quantum chemistry calculation of a molecular structure, C29H38O2P2PdS, from the OMol25 dataset.

Results
LUMO energy, eV: 4.7
Total charge: -2

Geometry (Å):
H: 5.785 -1.236 1.132
H: -3.560 -1.621 1.718
P: -0.722 -2.013 0.802
Pd: 0.477 -0.092 0.729
P: -0.107 2.006 0.172
C: 2.024 -4.770 -0.456
H: 1.430 3.426 1.241
H: -3.526 1.446 -1.232
H: -0.675 2.548 3.264
C: -2.374 -2.046 -0.037
H: 3.107 -4.788 -0.507
H: -2.519 2.625 2.015
C: 4.903 1.471 -1.451
C: -1.924 -1.617 3.395
H: 1.203 0.708 -1.991
H: -0.706 -6.666 -1.091
O: -2.768 -2.136 4.161
C: 1.394 -3.621 0.010
H: -5.661 -1.418 0.515
C: 4.210 -0.010 0.364
H: -2.078 0.440 -1.141
H: -2.105 1.845 -2.208
H: -0.086 1.445 -2.934
C: -1.193 -2.628 2.470
C: 0.375 3.241 1.485
O: -1.614 -0.415 3.294
H: -0.285 5.174 0.628
C: 6.210 0.996 -1.392
C: -2.441 -2.207 -1.423
C: 0.339 2.580 2.864
H: -1.811 -3.530 2.402
H: 7.516 -0.377 -0.374
H: -2.092 3.375 -0.287
S: 2.969 -0.607 1.431
C: -3.639 -2.098 -2.108
H: 0.617 4.285 -2.871
C: -3.555 -1.762 0.647
C: 0.005 -3.560 0.089
H: -0.973 3.761 -2.342
C: -2.659 1.912 1.204
H: -3.651 -2.226 -3.185
C: 1.279 -5.867 -0.857
H: -3.732 1.840 0.998
C: -0.347 4.588 1.546
H: 0.690 1.547 2.846
C: -0.734 -4.672 -0.309
H: 1.672 3.004 -0.992
C: -2.433 1.468 -1.238
H: 0.957 3.158 3.559
H: -0.018 4.826 -1.321
C: 3.932 0.981 -0.596
H: 1.577 1.987 -3.176
C: 0.040 3.970 -1.994
H: 6.972 1.377 -2.063
C: 6.507 0.018 -0.450
H: -1.405 4.456 1.777
C: -4.811 -1.813 -1.416
H: -2.314 0.943 1.581
C: -4.758 -1.645 -0.042
H: -1.816 -4.650 -0.249
H: 2.919 1.354 -0.646
C: 5.535 -0.472 0.405
C: 0.857 1.651 -2.422
H: -1.530 -2.405 -1.977
H: -0.238 -2.911 2.928
H: 1.983 -2.760 0.314
C: -1.917 2.312 -0.073
H: 4.625 2.234 -2.172
C: 0.673 2.732 -1.359
C: -0.108 -5.815 -0.783
H: -5.751 -1.718 -1.949
H: 0.078 5.198 2.350
H: 1.774 -6.758 -1.227

Löwdin charges in e: 0.08 0.09 0.92 0.04 0.91 -0.10 0.10 0.07 0.06 -0.35 0.10 0.05 -0.13 -0.82 0.04 0.09 -0.10 -0.10 0.09 -0.74 0.05 0.05 0.06 -0.27 -0.53 -0.09 0.04 -0.16 -0.14 -0.14 0.08 0.08 0.09 0.47 -0.11 0.07 -0.07 -0.35 0.06 -0.12 0.09 -0.13 0.07 -0.13 0.04 -0.11 0.08 -0.13 0.07 0.05 -0.14 0.07 -0.12 0.07 -0.15 0.06 -0.13 0.04 -0.10 0.10 0.04 -0.16 -0.15 0.11 0.08 0.01 -0.55 0.09 -0.55 -0.11 0.08 0.07 0.08


# 3
The following is a quantum chemistry calculation of a single C18H17ClN2O5S molecule, from the OMol25 dataset.

Results
LUMO energy, eV: 0.3
Total charge: 0
SMILES: COCCn1c(SCc2ccc(C(=O)OC)o2)nc2cc(Cl)ccc2c1=O

Geometry (Å):
O: -4.741 0.421 1.570
C: 1.388 -2.078 -3.008
H: 1.591 -2.314 -4.040
C: 0.858 0.457 3.238
H: -2.818 0.930 1.441
C: 0.844 2.747 0.510
C: -1.508 -1.716 -0.673
O: 0.866 3.926 -1.537
C: 2.233 -1.466 -0.822
H: 3.047 -1.223 -0.159
H: 2.157 1.210 -3.202
C: 0.579 3.685 1.480
Cl: 4.052 -1.761 -2.774
H: 1.095 2.644 -3.347
H: -5.810 -0.007 -0.154
C: 0.925 -1.454 -0.329
C: 2.444 -1.769 -2.147
N: -1.608 -1.351 0.680
H: 0.391 0.997 -3.317
H: -0.739 -2.300 -3.162
C: 0.936 2.878 -0.946
H: 1.641 -0.227 2.918
C: 1.189 1.636 -2.939
H: 0.417 4.731 1.318
C: -5.819 -0.215 0.922
C: 0.556 2.987 2.702
O: -2.510 -1.958 -1.313
H: 0.932 0.701 4.294
O: 1.089 1.677 -1.523
C: 0.820 1.674 2.399
H: -6.723 0.199 1.364
C: -0.147 -1.756 -1.186
H: -5.809 -1.299 1.075
H: -2.928 -1.437 2.297
C: -0.497 -1.041 1.401
C: 0.101 -2.069 -2.525
O: 0.992 1.532 1.076
H: -3.531 0.378 -0.104
S: -0.730 -0.458 3.048
H: 0.374 3.394 3.676
C: -3.491 0.199 0.982
N: 0.711 -1.122 0.976
H: -3.569 -1.953 0.709
C: -2.943 -1.222 1.226

Löwdin charges in e: -0.18 -0.10 0.11 -0.34 0.12 -0.16 -0.36 0.12 -0.03 0.12 0.09 0.03 0.69 0.09 0.09 -0.21 -0.67 0.01 0.09 0.12 -0.43 0.08 -0.03 0.12 -0.10 0.00 0.09 0.09 -0.02 -0.33 0.09 -0.06 0.09 0.10 -0.56 0.00 0.08 0.13 1.03 0.11 -0.21 0.10 0.12 -0.14


# 4
The following is a quantum chemistry calculation of a gas-phase ion, C7H8NO3S2 (charge -1), from the OMol25 dataset.

Results
LUMO energy (spin up / spin down), eV: 3.4 / 0.9
Total charge: -1
Spin multiplicity: 3

Geometry (Å):
C: 0.499 -1.662 0.286
H: 2.433 1.384 -1.089
O: -3.301 -0.813 -0.036
H: -0.526 2.247 -0.463
N: -1.120 -0.030 1.089
H: -0.130 2.020 1.306
H: 3.344 -1.099 -1.471
C: 1.670 -1.906 -0.365
C: 2.403 -0.884 -0.990
H: 1.969 -2.906 -0.548
H: -0.030 -2.352 0.921
O: -1.686 -1.025 1.848
O: -1.660 0.217 -1.467
S: -3.319 1.936 0.082
C: 0.066 -0.315 0.389
S: -2.351 0.304 -0.180
H: 1.088 2.836 0.047
C: 0.335 2.127 0.230
C: 1.974 0.491 -0.803
C: 0.792 0.768 -0.067
H: -2.448 -1.338 1.279

Löwdin charges in e: -0.02 0.07 -0.40 0.05 -0.26 0.13 0.07 -0.13 -0.09 0.08 0.10 -0.10 -0.37 0.26 -0.29 0.15 0.05 -0.06 -0.01 -0.28 0.05


# 5
The following is a quantum chemistry calculation of a molecular structure, C33H34CrN6O4, from the OMol25 dataset.

Results
LUMO energy (spin up / spin down), eV: -9.8 / -9.2
Total charge: +3
Spin multiplicity: 4

Geometry (Å):
C: 2.938 -0.473 1.724
C: 2.923 0.636 3.856
H: -4.137 0.058 1.626
C: -2.583 -1.071 -0.203
C: -0.320 2.861 -0.267
H: 3.163 4.880 0.918
H: 4.466 -0.866 0.264
Cr: 0.626 0.011 -0.276
H: 1.719 -5.301 -2.406
H: 1.308 6.510 -3.704
C: -3.626 -0.703 -1.044
H: -1.941 -5.164 -1.704
N: 2.133 -1.112 -2.638
C: -2.162 -4.665 -0.760
H: -3.431 1.471 3.554
N: 2.445 4.530 0.293
H: 2.652 -1.268 -3.492
H: 1.332 0.702 -2.863
H: 0.346 5.048 -4.063
N: 1.701 -0.018 1.465
C: -1.343 1.303 3.060
C: 1.525 -2.128 -1.999
H: 2.645 4.744 -4.325
O: 0.841 -1.914 -0.977
C: 4.388 3.965 -3.378
C: -2.659 3.514 -0.440
C: -2.700 1.085 2.856
H: -1.319 -4.731 -0.078
H: 1.061 1.595 4.349
H: -3.003 -5.203 -0.318
C: -2.402 4.716 0.214
H: -4.044 0.296 -1.011
N: 1.869 0.179 -2.169
C: -4.119 -1.660 -1.922
H: -3.669 3.288 -0.758
H: -1.013 1.879 3.912
C: -0.040 4.131 0.341
O: 1.153 5.134 -2.136
H: 4.043 -2.224 1.284
C: -2.589 -3.244 -0.961
H: 4.784 3.535 -0.050
C: -3.615 -2.942 -1.870
H: 1.428 -4.487 -0.845
C: 2.988 4.225 -0.984
C: 3.559 -0.170 2.934
H: 2.944 -1.745 -0.005
C: -1.644 2.609 -0.660
C: -0.433 0.752 2.182
H: 2.741 0.696 -2.063
C: 1.226 4.632 0.772
H: -1.844 1.667 -1.158
O: 1.761 -3.279 -2.530
H: 1.177 5.238 1.672
N: -2.061 -2.298 -0.195
H: -3.199 5.423 0.394
C: -2.141 -0.178 0.898
H: 3.406 0.896 4.789
O: 0.566 1.883 -0.365
C: 2.369 4.593 -2.199
C: 1.618 1.047 3.604
C: -3.099 0.316 1.778
C: 0.610 5.779 -3.297
C: -1.123 4.995 0.616
H: 6.034 3.282 -2.171
C: 4.301 3.751 -0.997
H: -0.287 6.284 -2.953
H: 0.150 -4.519 -2.083
N: -0.836 0.069 1.082
C: 1.220 -4.474 -1.912
H: -4.006 -3.724 -2.507
C: 3.627 -1.372 0.747
H: 4.941 3.907 -4.307
H: -0.910 5.930 1.120
C: 1.018 0.667 2.421
H: -4.923 -1.414 -2.602
C: 5.005 3.615 -2.181
C: 3.089 4.439 -3.388
H: 4.531 -0.591 3.151

Löwdin charges in e: -0.24 0.02 0.14 -0.26 -0.29 0.18 0.11 1.09 0.12 0.11 -0.01 0.08 0.07 -0.02 0.14 0.16 0.19 0.14 0.10 0.07 0.04 -0.55 0.12 -0.03 -0.04 -0.02 0.03 0.08 0.13 0.10 -0.04 0.12 0.06 -0.02 0.13 0.13 -0.13 -0.07 0.11 -0.30 0.12 0.02 0.11 -0.15 0.03 0.05 -0.01 -0.18 0.14 0.05 0.11 0.06 0.16 0.16 0.13 -0.18 0.14 -0.20 -0.23 0.04 0.05 -0.01 0.00 0.12 -0.02 0.10 0.08 0.06 0.05 0.13 0.02 0.13 0.13 -0.17 0.13 -0.07 0.01 0.14


# 6
The following is a quantum chemistry calculation of 2 unconnected molecules or ions with the total composition C6H5NO5S2, from the OMol25 dataset.

Results
LUMO energy (spin up / spin down), eV: 4.5 / 4.5
Total charge: -2

Geometry (Å):
H: 1.177 0.062 0.186
H: -2.536 -1.411 1.218
S: 1.691 1.760 -1.371
O: -3.799 1.665 -1.839
C: -3.392 0.126 -0.047
C: -2.904 1.118 -1.128
H: -1.346 1.940 -2.059
C: -0.627 0.367 -0.657
N: 3.272 -0.158 1.289
O: 3.781 -1.218 -0.792
O: -4.618 -0.076 0.269
C: -1.531 1.240 -1.275
C: -2.393 -0.582 0.512
O: 5.019 0.845 -0.425
S: 3.804 0.087 -0.164
C: 0.842 0.328 -0.798
H: 1.304 -0.489 -1.372
H: 3.600 0.627 1.978
O: -1.109 -0.481 0.220

Löwdin charges in e: 0.02 0.11 0.48 -0.07 -0.44 -0.39 0.09 -0.33 -0.26 -0.40 -0.16 0.00 -0.12 -0.43 0.46 -0.69 0.05 0.04 0.01


| no. | molecular weight (g mol⁻¹) | maximum force (hartree/bohr) |
| --- | --- | --- |
| 1 | 175.1 | 0.0302 |
| 2 | 619.1 | 0.0129 |
| 3 | 408.9 | 0.0223 |
| 4 | 218.3 | 0.1176 |
| 5 | 630.7 | 0.0224 |
| 6 | 235.2 | 0.0900 |